(1)
Computed, not measured: the molecule C5H10O, with ωB97M-V with the def2-TZVPD basis set.

XYZ file:
```
16
Properties=species:S:1:pos:R:3:forces:R:3:nbo_charge:R:1
C -1.05307 -0.77829 -1.21105 0.0302 0.0317 -0.0830 -0.617
C -1.03337 -0.33698 0.23671 -0.0545 -0.1358 -0.0090 -0.238
C 0.29824 -0.19563 0.95308 0.1347 0.0060 0.0778 -0.251
C 1.61662 -0.33868 0.22094 0.0271 0.0134 -0.0514 -0.624
C -0.54114 1.01901 0.65710 -0.2294 -0.0909 0.2218 0.083
O -0.16854 1.91851 -0.34617 0.2220 0.0449 -0.0243 -0.707
H -0.46631 -0.10310 -1.83844 -0.1006 -0.0728 0.0594 0.222
H -2.07221 -0.80095 -1.60922 0.1227 0.0693 0.0884 0.215
H -0.63556 -1.78759 -1.31547 -0.0815 0.1573 0.0260 0.207
H -1.88294 -0.68685 0.82481 0.3445 -0.0973 -0.0345 0.214
H 0.34533 -0.51432 1.99461 -0.1133 0.1278 -0.1857 0.213
H 2.38415 0.25165 0.73774 -0.0602 -0.1173 -0.0805 0.208
H 1.97449 -1.37329 0.17902 -0.1463 0.1263 0.0376 0.217
H 1.55178 0.03502 -0.80438 0.0178 -0.1002 0.1271 0.216
H -1.05189 1.47089 1.50778 0.0520 0.0591 -0.2158 0.171
H 0.73442 2.22061 -0.18704 -0.1653 -0.0213 0.0460 0.471
```
Forces are in eV/Å.

Calculated values
**Kohn-Sham gap**: 10.52 eV
**LUMO**: 0.915 eV
**Net charge**: 0
**Structure (SMILES)**: C[C@@H]1[C@H](C)[C@@H]1O
**E_tot**: -7393.6302 eV
**ΔE to the lowest compared entry with this formula, charge and spin**: 26.2 kcal per mole
**HOMO level**: -9.60 eV



(2)
Computed, not measured: a structure of composition C24H30IrN3OS at a distorted geometry, with ωB97M-V with the def2-TZVPD basis set.

XYZ file:
```
60
Properties=species:S:1:pos:R:3:forces:R:3:nbo_charge:R:1
Ir 0.11288 -0.26633 -0.69314 -2.7910 -4.3112 -2.5030 0.865
C 0.44675 -2.52354 1.51618 -0.1277 -0.1869 0.6520 -0.419
N 0.61491 -2.51411 0.06202 0.1349 1.9585 -0.0615 -0.450
C 2.00460 -2.77216 -0.32483 0.6844 -0.3621 -0.1875 -0.418
C -0.28377 -3.44346 -0.57670 -0.4168 0.2473 -0.4567 0.171
C -0.36558 -4.77491 -0.22040 0.2177 0.1037 0.0329 -0.227
C -1.29073 -5.61396 -0.83169 0.0052 0.2812 -0.1234 -0.096
C -2.18451 -5.10181 -1.76508 0.0120 -0.0441 -0.0046 -0.200
C -2.10122 -3.78386 -2.14953 0.0689 0.2473 -0.0431 -0.167
C -1.09904 -2.94212 -1.62071 -0.0137 -1.1729 0.6958 0.136
N -0.92573 -1.64572 -1.98871 2.2944 3.2679 2.5485 -0.323
C -1.40141 -1.16922 -3.17454 -0.4299 0.8353 -1.0054 0.030
C -1.57316 -1.94916 -4.33863 -0.0151 -0.0338 0.2625 -0.157
C -2.13051 -1.39775 -5.47037 -0.0080 -0.0203 -0.0385 -0.200
C -2.51826 -0.06315 -5.48228 0.1732 -0.0870 0.1604 -0.102
C -2.26018 0.74872 -4.38416 -0.0599 0.0793 0.2005 -0.251
C -1.67207 0.22220 -3.25042 0.2206 -0.5811 -0.0165 0.274
N -1.32459 1.02755 -2.10441 1.4011 -0.2652 1.2851 -0.472
C -0.68175 2.28915 -2.48786 0.2011 0.7124 -0.2580 -0.421
C -2.49384 1.26103 -1.24764 -0.6630 0.0251 0.1604 -0.418
H 0.65455 -3.50668 1.94971 0.0615 0.0525 -0.0549 0.209
H -0.57957 -2.25120 1.76480 0.0493 -0.0019 -0.0202 0.221
H 1.12967 -1.79987 1.95746 -0.0166 -0.1176 -0.0464 0.220
H 2.33622 -3.76077 0.00868 -0.0765 0.0004 0.0262 0.209
H 2.65864 -2.02546 0.12118 -0.0669 0.0645 -0.0002 0.227
H 2.09870 -2.72836 -1.40923 -0.0175 0.0540 0.0426 0.227
H 0.28760 -5.18522 0.53427 0.0768 0.0254 0.0926 0.244
H -1.32952 -6.65516 -0.55808 -0.0359 -0.1289 0.0882 0.251
H -2.95192 -5.73467 -2.18211 -0.0783 -0.0368 -0.0294 0.253
H -2.83499 -3.36117 -2.81680 -0.0749 -0.0769 -0.0698 0.243
H -1.21524 -2.96812 -4.34800 -0.0336 -0.0350 -0.0339 0.244
H -2.26073 -2.00335 -6.35401 0.0304 -0.0523 -0.0549 0.253
H -2.97664 0.36207 -6.36089 -0.0532 0.0335 -0.0880 0.250
H -2.53864 1.79118 -4.43185 0.0853 0.0929 0.0545 0.245
H -1.40998 3.03270 -2.82590 -0.0303 -0.0811 -0.0152 0.206
H 0.02879 2.11061 -3.29208 0.0358 -0.0429 0.0660 0.233
H -0.14592 2.70426 -1.63481 -0.0905 -0.0634 0.0078 0.227
H -3.29361 1.75675 -1.80650 0.0762 0.0728 -0.0510 0.213
H -2.21646 1.89204 -0.40338 0.0662 -0.0923 -0.0407 0.223
H -2.88160 0.30642 -0.89035 0.0634 0.0773 0.0626 0.220
C 3.57344 5.36539 5.40083 0.0204 0.3731 0.1655 -0.645
C 3.04112 4.28630 4.53502 -0.1195 -0.5465 -0.2049 0.056
C 3.21387 2.94729 4.89443 -0.1296 0.4039 -0.0978 -0.206
C 2.66696 1.94269 4.12560 -0.1807 -0.2687 -0.2696 -0.173
C 1.93717 2.26483 2.98758 0.1118 -0.6641 -0.1673 -0.315
C 1.78181 3.58387 2.58553 -0.1315 0.0171 -0.1040 -0.142
C 2.33589 4.58420 3.36086 0.0510 -0.2189 0.1422 -0.202
S 1.12890 0.85142 2.22785 -0.8500 0.9386 1.5891 1.252
C -0.58629 1.33707 2.64869 0.3586 -0.4139 -0.1542 -0.786
O 1.15766 1.01111 0.71423 -0.5753 -0.1420 -2.2755 -0.987
H 4.23662 4.96604 6.16277 0.0607 0.0686 0.0319 0.232
H 2.74852 5.87884 5.89936 0.0213 0.0024 0.0490 0.244
H 4.10072 6.11543 4.81502 0.0977 0.0313 0.0034 0.240
H 3.76185 2.69421 5.78852 0.0827 0.0072 0.0823 0.236
H 2.78007 0.90770 4.40951 0.0951 -0.1375 0.0850 0.228
H 1.23633 3.83046 1.68636 -0.0549 0.0197 -0.0888 0.220
H 2.20549 5.61534 3.07017 0.0165 0.1115 -0.0608 0.232
H -0.77253 2.36733 2.36179 0.1855 0.0971 -0.0876 0.248
H -0.71903 1.21977 3.71912 0.0530 -0.0084 0.1503 0.261
H -1.26074 0.66733 2.11754 0.0280 -0.1081 -0.0241 0.233
```
Forces are in eV/Å.

Calculated values
**Kohn-Sham gap (alpha / beta)**: 5.25 / 5.26 eV
**LUMO (alpha / beta)**: -8.812 / -8.824 eV
**Net charge**: +2
**E_tot**: -45549.0856 eV
**HOMO level (alpha / beta)**: -14.07 / -14.08 eV



Question: Among the records above, which one has the highest net charge?
Answer: C24H30IrN3OS



Question: Which of these has the highest E_tot?
Answer: C5H10O



What did the first record say?
Computed, not measured: the molecule C5H10O, with ωB97M-V with the def2-TZVPD basis set.

XYZ file:
```
16
Properties=species:S:1:pos:R:3:forces:R:3:nbo_charge:R:1
C -1.05307 -0.77829 -1.21105 0.0302 0.0317 -0.0830 -0.617
C -1.03337 -0.33698 0.23671 -0.0545 -0.1358 -0.0090 -0.238
C 0.29824 -0.19563 0.95308 0.1347 0.0060 0.0778 -0.251
C 1.61662 -0.33868 0.22094 0.0271 0.0134 -0.0514 -0.624
C -0.54114 1.01901 0.65710 -0.2294 -0.0909 0.2218 0.083
O -0.16854 1.91851 -0.34617 0.2220 0.0449 -0.0243 -0.707
H -0.46631 -0.10310 -1.83844 -0.1006 -0.0728 0.0594 0.222
H -2.07221 -0.80095 -1.60922 0.1227 0.0693 0.0884 0.215
H -0.63556 -1.78759 -1.31547 -0.0815 0.1573 0.0260 0.207
H -1.88294 -0.68685 0.82481 0.3445 -0.0973 -0.0345 0.214
H 0.34533 -0.51432 1.99461 -0.1133 0.1278 -0.1857 0.213
H 2.38415 0.25165 0.73774 -0.0602 -0.1173 -0.0805 0.208
H 1.97449 -1.37329 0.17902 -0.1463 0.1263 0.0376 0.217
H 1.55178 0.03502 -0.80438 0.0178 -0.1002 0.1271 0.216
H -1.05189 1.47089 1.50778 0.0520 0.0591 -0.2158 0.171
H 0.73442 2.22061 -0.18704 -0.1653 -0.0213 0.0460 0.471
```
Forces are in eV/Å.

Calculated values
**Kohn-Sham gap**: 10.52 eV
**LUMO**: 0.915 eV
**Net charge**: 0
**Structure (SMILES)**: C[C@@H]1[C@H](C)[C@@H]1O
**E_tot**: -7393.6302 eV
**ΔE to the lowest compared entry with this formula, charge and spin**: 26.2 kcal per mole
**HOMO level**: -9.60 eV



Question: Number 1 is which compound?
Answer: C5H10O